Arrangement 1

Molecular formula: C3H4INO2
Method: DFT, ωB97M-V with the def2-TZVPD basis set

Geometry as XYZ:
```
11
Properties=species:S:1:pos:R:3:lowdin_charge:R:1
N -0.52 -0.10 1.86 0.119
C -0.80 -0.07 0.63 -0.216
C -1.22 0.45 -0.49 -0.056
O -0.67 -0.15 -1.66 0.049
C 0.34 -0.89 -1.41 -0.454
O 0.84 -1.38 -0.45 0.092
H -0.97 -0.99 2.35 0.129
H -2.05 1.09 -0.50 0.112
H 0.71 -1.28 -2.41 0.162
I 2.41 2.17 0.46 0.400
H 1.93 1.15 1.62 -0.337
```

Values from the calculation:
* gap between HOMO and LUMO: 9.95 eV
* highest occupied orbital energy: -9.4 eV
* molar mass: 213.0 g/mol
* structure (SMILES): N=C=COC=O.I

Arrangement 2

Molecular formula: C3H4INO2
Method: DFT, ωB97M-V with the def2-TZVPD basis set

Geometry as XYZ:
```
11
Properties=species:S:1:pos:R:3:lowdin_charge:R:1
C 2.80 -0.71 0.30 -0.045
C -0.26 -0.18 -0.07 -0.069
C 0.77 0.91 0.07 -0.350
N 1.22 1.24 1.24 -0.561
O 3.15 -1.02 1.33 0.054
O 0.89 0.98 2.35 -0.025
I 3.05 2.53 0.77 0.689
H 0.14 -1.01 -0.62 0.061
H -1.26 0.23 -0.42 0.105
H -0.43 -0.55 0.94 0.074
H 1.31 0.99 -0.86 0.067
```

Values from the calculation:
* gap between HOMO and LUMO: 8.07 eV
* highest occupied orbital energy: -9.5 eV
* molar mass: 213.0 g/mol

Verdict on stability: arrangement 2 comes out at the bottom.

Arrangement 1

Molecular formula: C10H15N2
Method: DFT, ωB97M-V with the def2-TZVPD basis set

Geometry as XYZ:
```
27
Properties=species:S:1:pos:R:3:lowdin_charge:R:1
C 1.93 2.02 -0.18 -0.041
C 0.61 1.60 -0.15 -0.017
C 2.97 1.15 0.16 -0.009
C 1.37 -0.59 0.54 0.054
C 0.24 0.31 0.36 -0.142
C 2.70 -0.20 0.25 -0.248
C -2.04 -1.10 1.04 0.041
C -1.13 -0.09 0.45 -0.129
C 3.84 -1.25 0.35 -0.017
C -3.43 1.22 0.75 0.040
N -2.30 0.31 0.83 -0.021
N -1.32 -0.62 -1.78 0.119
H 2.27 2.95 -0.41 0.083
H -0.04 2.37 -0.46 0.101
H 4.07 1.38 0.20 0.137
H 1.37 -1.65 0.81 0.125
H -2.54 -1.73 0.35 0.109
H -1.93 -1.39 2.00 0.089
H 3.77 -1.82 -0.48 0.030
H 4.86 -0.62 0.33 0.135
H 3.66 -1.92 1.19 0.084
H -3.03 2.19 0.33 0.127
H -4.13 0.61 0.12 0.124
H -3.75 1.54 1.65 0.055
H -0.75 0.11 -2.14 0.052
H -2.27 -0.30 -1.64 0.052
H -1.34 -1.43 -2.37 0.068
```

Values from the calculation:
* gap between HOMO and LUMO: 8.63 eV
* total charge: +1
* highest occupied orbital energy: -12.8 eV
* molar mass: 163.2 g/mol

Arrangement 2

Molecular formula: C10H15N2
Method: DFT, ωB97M-V with the def2-TZVPD basis set

Geometry as XYZ:
```
27
Properties=species:S:1:pos:R:3:lowdin_charge:R:1
C -1.56 3.09 -0.12 0.025
C -1.32 1.64 0.02 -0.294
N -1.76 0.85 -1.02 0.239
N -0.68 1.11 1.05 0.141
C -0.48 -0.34 1.23 -0.325
C 0.06 -0.63 2.60 -0.013
C 0.47 -0.88 0.18 -0.219
C 1.56 -0.12 -0.34 -0.033
C 2.37 -0.64 -1.36 -0.053
C 2.05 -1.90 -1.92 -0.077
C 0.94 -2.58 -1.51 -0.068
C 0.16 -2.09 -0.45 -0.034
H -0.91 3.42 -0.92 0.106
H -1.40 3.66 0.82 0.115
H -2.57 3.27 -0.46 0.099
H -2.15 1.26 -1.85 0.131
H -1.49 -0.11 -1.04 0.093
H -0.26 1.67 1.76 0.156
H -1.47 -0.75 1.08 0.148
H -0.03 -1.73 2.77 0.118
H -0.56 -0.15 3.31 0.076
H 1.11 -0.33 2.66 0.101
H 1.91 0.83 0.09 0.117
H 3.24 -0.09 -1.73 0.111
H 2.72 -2.32 -2.68 0.120
H 0.72 -3.51 -2.03 0.116
H -0.68 -2.65 -0.15 0.102
```

Values from the calculation:
* gap between HOMO and LUMO: 9.61 eV
* total charge: +1
* highest occupied orbital energy: -12.7 eV
* molar mass: 163.2 g/mol
* structure (SMILES): C/C(N)=[NH+]/[C@H](C)c1ccccc1

Arrangement 3

Molecular formula: C10H15N2
Method: DFT, ωB97M-V with the def2-TZVPD basis set

Geometry as XYZ:
```
27
Properties=species:S:1:pos:R:3:lowdin_charge:R:1
C -0.62 -3.15 -1.49 -0.015
C -1.24 -1.96 -1.83 -0.040
C 0.82 -1.56 -1.00 -0.222
C -0.87 1.60 -1.40 0.137
C -0.04 2.17 1.88 -0.067
C -0.88 2.94 2.55 -0.246
C -0.59 0.34 -1.40 0.030
C 1.95 -1.01 -0.60 0.142
C -1.09 4.27 1.96 -0.117
C 1.52 -3.95 -0.50 0.047
N 0.66 -2.95 -1.17 -0.084
N -0.42 -0.93 -1.45 0.015
H -1.07 -4.18 -1.47 0.167
H -2.25 -1.85 -2.34 0.164
H -1.24 2.14 -0.44 0.115
H -0.69 2.24 -2.23 0.089
H 0.48 2.44 1.02 0.018
H -1.13 2.54 3.51 0.102
H 1.99 0.06 -0.44 0.084
H 2.81 -1.71 -0.46 0.098
H 0.25 1.25 2.39 0.056
H -0.40 4.32 1.08 0.088
H -2.18 4.49 1.88 0.088
H -0.81 4.92 2.84 0.103
H 2.13 -3.40 0.18 0.078
H 0.81 -4.58 0.04 0.113
H 2.09 -4.48 -1.12 0.057
```

Values from the calculation:
* gap between HOMO and LUMO (alpha / beta): 7.27 / 7.27 eV
* total charge: +1
* highest occupied orbital energy (alpha / beta): -11.9 / -11.9 eV
* molar mass: 163.2 g/mol

Verdict on stability: arrangement 3 comes out at the bottom.

Arrangement 1

Molecular formula: C4H7ClN2S
Method: DFT, ωB97M-V with the def2-TZVPD basis set

Geometry as XYZ:
```
15
Properties=species:S:1:pos:R:3:lowdin_charge:R:1
N -0.40 -0.50 -1.96 -0.030
C -0.26 0.31 -0.67 -0.387
C 1.12 0.86 -0.58 -0.291
N 1.75 1.18 0.43 -0.320
S 1.15 1.08 2.03 0.838
C -0.54 0.11 1.73 -0.477
C -0.58 -0.63 0.50 -0.668
Cl 0.75 -1.88 0.80 0.598
H 0.16 -0.24 -2.77 0.037
H -0.08 -1.71 -1.89 0.176
H -0.95 1.14 -0.79 0.149
H 1.63 1.17 -1.46 0.105
H -0.85 -0.56 2.48 0.056
H -1.34 0.82 1.73 0.071
H -1.58 -1.16 0.42 0.144
```

Values from the calculation:
* gap between HOMO and LUMO: 9.66 eV
* highest occupied orbital energy: -8.9 eV
* molar mass: 150.6 g/mol
* structure (SMILES): N[C@@H]1C=NSC[C@@H]1Cl

Arrangement 2

Molecular formula: C4H7ClN2S
Method: DFT, ωB97M-V with the def2-TZVPD basis set

Geometry as XYZ:
```
15
Properties=species:S:1:pos:R:3:lowdin_charge:R:1
H -0.11 2.83 -2.52 0.093
N -0.01 2.16 -1.69 0.082
C -1.14 1.70 -1.39 -0.291
N -1.40 0.81 -0.36 0.000
C -0.57 0.30 0.64 -0.836
S -1.27 -0.48 1.90 0.700
C 0.88 0.55 0.53 -0.308
C 1.56 -0.23 -0.59 -0.572
Cl 1.43 -2.01 -0.37 0.539
H -2.07 1.86 -1.94 0.123
H -2.41 0.57 -0.21 0.133
H 1.33 0.32 1.55 0.121
H 1.13 1.59 0.32 0.101
H 2.63 -0.03 -0.56 0.074
H 1.07 0.06 -1.50 0.040
```

Values from the calculation:
* gap between HOMO and LUMO: 8.72 eV
* highest occupied orbital energy: -8.8 eV
* molar mass: 150.6 g/mol
* structure (SMILES): [H]/N=C/NC(=S)CCCl

Verdict on stability: arrangement 1 comes out at the bottom.

Arrangement 1

Molecular formula: C7H13N4
Method: DFT, ωB97M-V with the def2-TZVPD basis set

Geometry as XYZ:
```
24
Properties=species:S:1:pos:R:3:lowdin_charge:R:1
C 3.57 -0.38 0.08 -0.020
C 2.69 -1.38 0.55 0.006
C 2.99 0.80 -0.32 -0.038
C 1.31 -1.13 0.76 -0.070
C 1.62 1.08 -0.17 -0.005
C 0.86 0.15 0.51 -0.216
C -0.58 0.35 0.69 -0.252
N -1.12 1.28 1.48 0.226
N -1.19 -1.83 -0.29 0.106
N -1.46 -0.51 0.15 -0.220
N -2.77 -0.25 0.50 0.052
H 4.59 -0.48 0.08 0.092
H 3.08 -2.28 0.88 0.091
H 3.72 1.49 -0.72 0.121
H 0.83 -1.54 1.64 0.142
H 1.12 1.96 -0.52 0.115
H -0.76 0.28 -1.86 0.028
H -3.49 -0.56 -0.15 0.118
H -2.10 1.13 1.72 0.108
H -1.28 -2.11 -1.30 0.126
H -0.18 -1.99 -0.27 0.061
H -0.69 2.21 1.56 0.159
H -3.00 -0.72 1.50 0.187
H -0.71 0.65 -2.60 0.086
```

Values from the calculation:
* gap between HOMO and LUMO: 9.62 eV
* total charge: +1
* highest occupied orbital energy: -13.3 eV
* molar mass: 153.2 g/mol

Arrangement 2

Molecular formula: C7H13N4
Method: DFT, ωB97M-V with the def2-TZVPD basis set

Geometry as XYZ:
```
24
Properties=species:S:1:pos:R:3:lowdin_charge:R:1
C 1.99 2.43 0.06 -0.023
C 0.67 2.43 -0.28 -0.062
C 2.32 1.09 0.24 0.009
C -2.79 0.66 -0.19 -0.255
C 2.22 -1.85 0.76 -0.016
C 0.45 -1.60 -1.12 0.093
C 1.18 -1.06 -0.06 -0.265
N 0.25 1.19 -0.49 0.081
N 1.22 0.37 -0.05 -0.053
N -1.78 -0.11 -0.06 0.045
N -4.16 0.36 0.03 0.107
H 2.58 3.32 0.38 0.137
H 0.18 3.28 -0.75 0.147
H 3.35 0.63 0.50 0.177
H 3.00 -2.15 0.09 0.088
H 1.76 -2.73 1.18 0.087
H 2.55 -1.25 1.57 0.066
H -0.11 -0.87 -1.82 0.106
H -2.54 1.66 -0.60 0.134
H 0.43 -2.67 -1.11 0.069
H -0.67 0.82 -0.22 0.017
H -1.98 -1.04 0.36 0.121
H -4.70 1.13 -0.30 0.079
H -4.63 -0.51 -0.17 0.110
```

Values from the calculation:
* gap between HOMO and LUMO: 9.35 eV
* total charge: +1
* highest occupied orbital energy: -12.8 eV
* molar mass: 153.2 g/mol

Arrangement 3

Molecular formula: C7H13N4
Method: DFT, ωB97M-V with the def2-TZVPD basis set

Geometry as XYZ:
```
24
Properties=species:S:1:pos:R:3:lowdin_charge:R:1
C -0.78 -2.14 -0.31 -0.015
C 0.10 -0.83 1.31 0.008
C 0.15 -1.70 -1.28 -0.060
C -0.79 -1.88 1.07 -0.316
C 0.91 -0.22 0.33 -0.264
C -0.67 2.50 -0.78 0.023
C 1.61 0.94 0.59 -0.129
N 1.07 -0.81 -0.94 0.112
N -1.55 -2.32 2.08 0.166
N -1.87 2.05 -1.23 0.088
N 2.28 1.65 -0.48 0.009
H -1.34 -3.00 -0.78 0.128
H 0.11 -0.31 2.30 0.141
H 0.08 -2.19 -2.15 0.092
H -0.80 3.14 0.14 0.097
H 0.33 2.12 -0.90 0.005
H 1.53 1.51 1.52 0.120
H 1.78 -0.50 -1.59 0.149
H -2.06 -3.17 1.97 0.118
H -1.27 -2.01 2.99 0.113
H -2.64 2.55 -0.94 0.076
H -1.79 1.13 -1.67 0.121
H 2.80 2.49 -0.13 0.125
H 2.81 1.02 -1.12 0.094
```

Values from the calculation:
* gap between HOMO and LUMO (alpha / beta): 7.40 / 4.55 eV
* total charge: +1
* highest occupied orbital energy (alpha / beta): -10.3 / -9.3 eV
* molar mass: 153.2 g/mol

Verdict on stability: arrangement 1 comes out at the bottom.

Arrangement 1

Molecular formula: C10H14
Method: DFT, ωB97M-V with the def2-TZVPD basis set

Geometry as XYZ:
```
24
Properties=species:S:1:pos:R:3:lowdin_charge:R:1
C -2.53 -2.62 0.02 0.123
C -1.95 -1.54 0.07 -0.016
C -1.08 -0.33 -0.16 -0.372
C -0.22 -0.14 -1.37 0.037
C 0.40 -0.23 0.05 -0.401
C 1.14 -1.30 0.64 -0.167
C 2.40 -1.39 -0.27 -0.083
C 0.28 1.15 0.59 -0.051
C -1.30 0.90 0.63 -0.285
C -2.14 2.13 0.23 -0.048
H -3.18 -3.41 0.19 0.003
H -0.11 -0.99 -2.06 0.119
H -0.16 0.85 -1.87 0.122
H 1.40 -1.32 1.65 0.101
H 0.58 -2.27 0.50 0.131
H 2.85 -0.43 -0.38 0.064
H 2.16 -1.81 -1.23 0.057
H 3.20 -2.09 0.10 0.085
H 0.54 1.96 -0.09 0.111
H 0.63 1.43 1.54 0.100
H -1.61 0.53 1.60 0.141
H -1.67 2.42 -0.71 0.064
H -2.18 3.01 0.95 0.099
H -3.15 1.77 0.03 0.067
```

Values from the calculation:
* gap between HOMO and LUMO: 9.70 eV
* highest occupied orbital energy: -8.7 eV
* molar mass: 134.2 g/mol
* structure (SMILES): C#C[C@]12C[C@@]1(CC)C[C@H]2C

Arrangement 2

Molecular formula: C10H14
Method: DFT, ωB97M-V with the def2-TZVPD basis set

Geometry as XYZ:
```
24
Properties=species:S:1:pos:R:3:lowdin_charge:R:1
C 2.67 -1.44 -0.62 0.081
C 1.68 -0.63 -0.25 -0.282
C 0.40 -1.24 0.33 -0.079
C -0.81 -0.21 0.09 -0.558
C -1.62 -0.66 -1.11 -0.055
C -1.75 -0.17 1.32 -0.035
C -0.12 1.11 -0.11 -0.165
C -0.63 2.22 -0.53 0.032
C 1.62 0.75 0.11 -0.166
C 2.47 1.63 0.52 0.055
H 2.63 -2.49 -0.79 0.062
H 3.57 -1.05 -0.97 0.043
H 0.06 -2.16 -0.24 0.130
H 0.51 -1.41 1.35 0.093
H -2.45 -0.02 -1.05 0.063
H -1.77 -1.76 -1.06 0.090
H -0.99 -0.44 -2.03 0.114
H -1.15 -0.23 2.23 0.075
H -2.35 -1.09 1.12 0.095
H -2.31 0.84 1.26 0.111
H -1.71 2.28 -0.64 0.067
H 0.10 3.00 -0.86 0.086
H 2.13 2.66 0.81 0.091
H 3.42 1.29 0.81 0.051
```

Values from the calculation:
* gap between HOMO and LUMO: 9.79 eV
* highest occupied orbital energy: -9.1 eV
* molar mass: 134.2 g/mol
* structure (SMILES): C=C1CC(C)(C)C(=C)C1=C

Verdict on stability: arrangement 1 comes out at the bottom.